No. 1
Molecular formula: C3H6IP
Method: DFT, the ωB97M-V functional and the def2-TZVPD basis

Geometry (Å):
H1 1.396 1.240 -0.486
H2 -2.140 -0.162 0.682
C1 -1.102 -0.357 0.651
H3 -0.662 1.593 1.089
I1 5.093 -0.089 -0.558
C2 1.309 0.713 0.507
H4 1.917 1.014 1.348
P1 4.009 -0.622 1.546
C3 -0.229 0.635 0.803
H5 -0.984 -1.331 0.420
H6 1.676 -0.315 0.247

For the energy relative to the best compared isomer or geometry (same formula, charge and spin), the calculation gives 2.903 eV. For the HOMO-LUMO gap (spin up / spin down), the calculation gives 6.710 / 6.722 eV. The HOMO energy (spin up / spin down) comes out at -0.3058 / -0.3062 Ha.

In the Löwdin picture, each atom carries the following charge in e: 0.09, 0.04, -0.01, 0.08, 0.12, -0.18, -0.01, 0.06, -0.20, 0.01, 0.01

***

No. 2
Molecular formula: C29H84N20O12
Method: DFT, the ωB97M-V functional and the def2-TZVPD basis

Geometry (Å):
H1 -3.236 -1.781 -1.964
H2 -1.927 5.333 -1.312
N1 -3.995 2.405 3.476
H3 3.102 -3.216 -3.028
C1 0.563 -5.102 6.519
H4 -4.631 1.547 -5.745
N2 3.101 -0.202 3.448
C2 1.229 -1.395 -2.606
H5 0.453 1.531 2.701
H6 4.341 1.086 1.766
H7 3.768 -1.602 -3.235
H8 -2.822 1.617 -1.053
N3 2.016 -3.500 2.872
H9 -7.727 -1.033 -3.635
H10 -0.704 -0.616 1.109
H11 -0.059 1.170 4.220
O1 -5.177 -0.285 -0.798
H12 0.018 -3.862 2.778
H13 -7.648 0.567 -1.040
H14 5.543 1.258 -4.371
H15 -1.520 3.930 -2.229
N4 4.059 -2.427 -0.088
H16 2.477 -0.111 2.662
H17 -6.027 -1.400 -3.964
N5 -0.088 0.083 0.715
H18 0.347 -4.315 7.243
O2 5.932 -2.924 -1.300
C3 -0.856 3.938 -0.272
O3 -0.842 2.977 3.474
H19 1.100 5.396 -1.695
C4 -4.632 1.859 2.374
H20 6.461 -0.342 -3.156
C5 0.137 5.830 5.920
C6 0.917 -4.478 2.848
H21 -4.621 2.823 4.134
C7 3.142 -3.998 -5.644
H22 0.950 3.969 5.364
N6 0.775 5.336 3.673
H23 2.894 0.413 -0.251
H24 1.108 4.619 3.032
H25 2.651 -0.664 4.219
C8 4.438 -0.295 3.277
H26 -6.802 -1.602 -2.324
H27 -2.886 0.935 1.851
C9 -2.587 0.794 -1.737
H28 -4.148 -1.764 -3.434
H29 1.473 3.200 -1.366
O4 -0.262 2.845 -0.256
H30 -2.057 -3.545 0.352
H31 0.961 6.535 5.864
C10 -1.019 3.952 4.497
H32 -0.130 -5.919 6.751
O5 -2.224 -1.358 2.512
H33 -2.055 0.046 -1.151
N7 4.962 0.557 2.352
C11 -6.000 1.369 -4.042
H34 3.536 -2.468 0.770
C12 5.060 0.982 -2.433
H35 1.518 -2.059 -1.781
N8 2.374 3.196 -1.822
O6 -5.852 1.937 2.262
N9 5.647 -3.820 0.765
H36 1.941 -5.421 4.416
H37 5.094 -3.987 1.585
H38 -2.777 0.647 -4.537
H39 1.576 -5.469 6.699
O7 0.286 -4.523 5.269
H40 5.759 -0.731 -1.603
N10 -5.038 0.391 -2.019
H41 5.361 -1.872 -4.427
H42 3.229 -1.809 -5.652
H43 -0.819 6.353 5.817
H44 -8.345 1.073 -2.543
H45 6.515 -4.309 0.646
H46 -4.541 -2.002 1.956
H47 -4.112 0.772 0.674
H48 0.302 -6.142 4.043
C13 3.651 -2.662 -5.113
O8 4.450 1.308 -1.402
C14 -7.404 1.043 -1.988
C15 -3.728 0.249 -2.618
H49 -5.892 2.421 -3.774
N11 1.940 0.627 0.010
C16 0.265 4.686 4.902
N12 -3.863 -2.448 1.361
H50 -7.127 2.079 -1.778
H51 -6.872 1.411 -4.706
H52 0.150 -1.431 -2.737
C17 0.887 -5.229 4.197
H53 1.474 -4.885 0.718
H54 1.494 1.406 -0.440
H55 1.732 -6.195 1.789
O9 5.222 -0.883 4.033
H56 1.133 2.523 3.993
H57 3.233 -4.798 -4.909
H58 -2.409 -1.396 -3.396
H59 0.100 -5.801 1.327
N13 5.787 -0.166 -2.436
H60 0.045 5.475 6.951
O10 1.775 -1.875 -3.825
H61 1.630 5.847 3.870
C18 1.056 -5.352 1.611
N14 -1.680 -3.128 1.183
H62 -1.325 5.595 0.879
H63 -0.438 0.949 0.342
H64 5.489 -3.468 -4.786
H65 3.695 -1.910 -0.867
H66 5.958 0.505 2.251
N15 -3.819 1.167 1.553
H67 2.138 6.257 -2.740
C19 -2.558 -2.237 1.710
H68 1.611 -0.417 -2.309
H69 3.675 -4.226 -6.565
H70 2.079 -3.847 -5.837
C20 -3.366 -1.223 -2.903
H71 -4.116 -2.970 0.547
H72 1.881 -2.903 3.686
H73 -1.595 3.593 5.354
H74 -2.988 2.402 3.426
H75 -4.998 -0.082 -5.386
C21 5.283 -3.003 -0.246
N16 4.988 1.626 -3.628
N17 -0.807 4.738 0.815
C22 -6.291 0.451 -2.846
H76 -0.723 -3.118 1.493
N18 1.973 5.436 -2.187
H77 4.466 2.498 -3.587
H78 1.788 -2.822 2.136
H79 -1.630 4.710 4.003
H80 3.147 2.534 -1.670
N19 5.117 -2.582 -5.108
C23 -4.826 0.880 -4.902
O11 3.864 4.481 -2.971
N20 -1.437 4.460 -1.381
O12 1.675 -1.392 1.036
C24 2.808 4.361 -2.348
C25 -6.715 -0.994 -3.227
H81 -1.871 1.347 -2.353
H82 -3.434 2.049 -3.761
C26 0.220 2.054 3.634
H83 -0.515 4.255 1.652
H84 -5.051 -1.215 -1.053
C27 -3.640 0.993 -3.957
C28 3.109 -2.346 -3.697
C29 1.187 -0.337 0.586

For the HOMO-LUMO gap, the calculation gives 8.752 eV. The HOMO energy comes out at -0.3194 Ha. As for the SMILES: CC1(C)CCCC(C)(C)N1O.COC[C@H](C)N.COC[C@H](C)N.COC[C@H](C)N.NC(N)=O.NC(N)=O.NC(N)=O.NC(N)=O.NC(N)=O.NC(N)=O.NC(N)=O.NC(N)=O.

Results of the Löwdin charge analysis, in e, for atoms 1 through 99: 0.07, 0.11, 0.16, 0.13, -0.13, 0.11, 0.17, -0.09, 0.06, 0.08, 0.09, 0.07, 0.04, 0.09, 0.07, 0.10, -0.03, 0.10, 0.09, 0.10, 0.11, 0.18, 0.06, 0.06, 0.20, 0.09, -0.02, -0.64, -0.23, 0.06, -0.68, 0.10, -0.06, -0.43, 0.10, -0.06, 0.12, 0.04, 0.07, 0.06, 0.10, -0.68, 0.08, 0.07, -0.03, 0.07, 0.05, -0.04, 0.10, 0.07, -0.19, 0.09, 0.00, 0.06, 0.16, -0.14, 0.06, -0.63, 0.07, 0.17, 0.00, 0.17, 0.13, 0.10, 0.12, 0.09, -0.18, 0.07, -0.10, 0.03, 0.13, 0.08, 0.09, 0.11, 0.12, 0.06, 0.13, -0.43, -0.03, -0.04, -0.49, 0.12, 0.19, -0.43, 0.17, 0.09, 0.12, 0.08, -0.20, 0.07, 0.06, 0.08, 0.00, 0.08, 0.08, 0.08, 0.07, 0.17, 0.08

***

No. 3
Molecular formula: C20H51N3O7S7
Method: DFT, the ωB97M-V functional and the def2-TZVPD basis

Geometry (Å):
H1 0.703 1.470 -0.687
H2 2.410 0.088 3.251
H3 -1.737 -0.165 -3.020
C1 -0.857 1.653 -3.867
C2 -0.224 4.125 1.855
C3 3.102 2.936 1.046
S1 0.211 -0.417 2.666
C4 -1.106 1.330 1.975
C5 0.740 -0.706 -0.909
C6 -1.654 -3.362 -1.126
H4 -4.319 -2.055 0.999
C7 3.019 1.678 0.257
H5 -2.603 -2.291 3.037
H6 -1.269 0.368 1.490
N1 -1.146 2.287 -4.775
H7 -0.496 -0.205 -3.198
H8 -1.142 4.523 1.421
H9 0.380 -1.084 -2.816
H10 4.162 3.181 0.979
H11 -5.293 1.369 -0.963
H12 0.518 -2.850 -2.807
N2 0.739 -1.726 -1.486
H13 0.880 0.335 -4.555
C8 1.604 -0.233 -5.139
H14 -0.921 -2.121 2.721
S2 -2.260 -0.729 1.212
H15 2.088 -0.595 1.279
C9 -3.642 -1.544 0.315
O1 -1.116 -0.449 0.281
O2 1.553 2.014 1.209
H16 1.838 1.158 1.829
H17 -0.314 0.460 0.345
C10 5.096 -0.455 0.911
H18 -0.667 -3.541 -1.552
C11 1.652 0.740 2.818
O3 0.782 -1.682 2.036
H19 -0.259 4.035 2.940
C12 2.626 -1.244 1.969
N3 2.868 0.712 -0.371
S3 -3.026 0.479 -1.107
C13 0.652 0.518 -0.158
C14 -4.422 1.406 -0.308
H20 -1.825 1.149 0.800
O4 4.844 -1.344 3.420
H21 -1.394 -2.760 -0.255
H22 1.460 0.533 0.574
H23 2.841 2.661 2.068
C15 0.030 -0.820 4.478
H24 -1.746 -3.126 1.643
H25 0.388 1.072 -2.205
C16 -1.439 -0.985 -2.366
H26 2.576 0.151 -4.830
H27 -0.284 0.003 5.120
H28 1.435 1.618 3.426
S4 1.307 -2.030 -4.983
H29 -1.382 -0.488 -1.398
C17 -0.510 0.791 -2.754
H30 -1.701 2.428 -0.495
O5 -3.031 1.008 -2.533
H31 -0.623 1.069 2.916
C18 1.006 -1.925 -3.114
H32 -0.681 0.983 -0.622
H33 -2.037 1.793 2.301
O6 -0.050 -2.344 -5.616
H34 -3.175 -2.210 -0.411
H35 -4.065 2.434 -0.354
S5 0.063 2.447 1.013
H36 2.427 3.668 0.604
H37 2.887 -2.182 1.479
H38 0.560 4.837 1.596
S6 -2.600 -2.423 -2.415
H39 1.441 0.031 -6.184
H40 -4.150 -0.703 -0.155
H41 0.953 -1.219 4.899
H42 -2.001 -4.357 -0.844
H43 -0.499 -1.439 -2.682
C19 -1.885 -2.213 2.221
H44 4.719 0.164 0.097
O7 -3.951 -1.968 -1.811
H45 -0.762 -1.562 4.583
C20 -1.630 1.368 -0.249
H46 5.037 -1.481 0.547
H47 2.043 -1.522 2.848
H48 -1.316 0.781 -2.021
S7 4.152 -0.345 2.506
H49 1.939 -1.778 -2.570
H50 -4.668 1.027 0.684
H51 6.149 -0.206 1.046

For the energy relative to the best compared isomer or geometry (same formula, charge and spin), the calculation gives 20.601 eV. For the HOMO-LUMO gap, the calculation gives 6.880 eV. The HOMO energy comes out at -0.2764 Ha.

In the Löwdin picture, each atom carries the following charge in e: 0.09, -0.02, 0.05, -0.22, -0.13, -0.05, 0.92, -0.39, -0.07, -0.22, 0.10, -0.25, 0.08, -0.15, 0.18, 0.05, 0.06, 0.00, 0.10, 0.07, 0.09, 0.03, 0.00, -0.25, -0.02, 1.02, 0.01, -0.27, -0.71, -0.74, -0.17, -0.08, -0.24, 0.04, -0.25, -0.54, 0.06, -0.36, 0.18, 0.93, -0.30, -0.16, -0.06, -0.56, 0.01, 0.04, 0.11, -0.15, 0.08, 0.12, -0.42, 0.06, 0.06, 0.11, 0.89, 0.01, -0.21, 0.10, -0.46, 0.00, -0.41, -0.02, 0.13, -0.59, -0.02, 0.06, 1.18, 0.11, 0.11, 0.05, 1.06, 0.05, -0.04, 0.08, 0.07, -0.02, -0.19, 0.00, -0.63, 0.04, -0.42, 0.05, 0.04, 0.00, 0.88, 0.12, 0.06, 0.05